(1)
# C24H26N6

A structure of composition C24H26N6 at a distorted geometry (ωB97M-V/def2-TZVPD, the OMol25 dataset).

Results
energy relative to the best compared isomer or geometry (same formula, charge and spin)	2052.85	kJ/mol
multiplicity	1
Kohn-Sham gap	0.2851	Eh

Positions of all 56 atoms, in Å:
H  -2.471  -5.995  6.301
H  3.182  4.303  -1.663
C  2.354  3.831  -2.234
H  -1.735  -3.370  6.534
H  5.074  3.283  -2.837
H  -1.207  -1.572  5.372
C  -3.440  -5.500  5.894
H  -2.218  2.006  -2.873
H  -3.955  -2.708  2.134
N  2.415  2.328  -0.323
C  0.727  2.212  -1.585
C  1.641  1.326  0.273
C  2.762  1.949  -5.456
H  -0.330  -0.483  3.673
H  -3.119  0.615  1.690
H  4.280  0.430  -6.949
C  -1.369  1.895  -2.114
H  2.065  1.539  -6.283
C  -2.130  -2.101  4.831
C  -2.381  -1.809  3.671
N  -2.300  -0.765  2.891
H  4.619  1.995  -7.651
C  -2.266  -3.403  5.628
C  4.732  1.277  -6.793
H  0.653  -0.325  1.443
C  -2.907  -0.430  1.926
N  -1.717  0.900  -1.374
C  2.841  3.146  -3.583
H  -0.262  -2.030  1.685
C  4.933  2.593  -4.638
H  6.028  2.140  -4.791
N  2.038  2.781  -1.351
C  2.160  2.689  -4.467
C  -3.591  -3.918  3.918
H  -4.007  -5.432  6.668
C  -0.857  -0.174  2.944
H  5.686  1.029  -6.571
C  -0.292  -0.681  1.597
H  -3.908  -6.367  5.089
C  4.062  1.836  -5.573
C  -0.699  0.771  -0.374
C  -2.349  -0.668  0.691
H  1.163  2.778  -4.409
N  -0.525  2.612  -2.454
C  0.602  1.270  -0.552
H  -4.486  -4.718  3.351
C  -3.019  -4.565  4.953
H  -2.776  -0.423  -0.343
H  -4.160  -0.566  2.052
H  -0.764  1.050  2.921
H  -2.355  -1.950  0.520
N  -1.202  -0.273  0.458
H  1.993  0.871  1.100
C  4.373  3.102  -3.573
C  -3.324  -2.906  3.192
H  1.741  4.573  -2.588

---

(2)
# C24H26N6O4S

The molecule C24H26N6O4S at a distorted geometry (ωB97M-V/def2-TZVPD, the OMol25 dataset).

Results
energy relative to the best compared isomer or geometry (same formula, charge and spin)	0.00	kJ/mol
multiplicity	1
SMILES	C=CCn1c2ccccc2c2nnc(SCc3[nH]c(=O)[nH]c3C(=O)CCCCC(=O)OCC)nc21
Kohn-Sham gap	0.2827	Eh

Positions of all 61 atoms, in Å:
H  1.749  4.457  -0.955
C  -2.660  -1.493  -2.378
C  -5.511  0.378  0.689
O  -2.895  -4.044  1.663
N  -2.535  -3.002  -0.388
N  -0.120  -2.057  -1.315
C  -1.925  1.413  1.750
H  -4.866  -2.255  1.587
C  -3.136  -1.980  -1.069
C  4.003  2.107  0.019
H  4.621  1.222  -1.827
C  -0.063  -0.779  -1.660
H  -2.115  -2.269  -2.911
H  -6.251  -0.240  1.202
H  -1.751  0.430  2.193
C  3.720  1.275  -1.202
C  5.403  -0.983  0.080
H  3.330  -4.268  0.527
C  3.560  1.840  1.233
H  4.610  2.981  -0.175
C  -3.163  -3.220  0.823
H  6.999  -2.097  0.945
H  -6.006  1.288  0.347
H  -3.011  0.886  -0.018
C  -3.209  1.414  0.917
H  -3.479  2.437  0.656
H  5.977  -0.076  -0.030
H  5.712  -4.159  1.226
N  -4.175  -2.290  0.859
C  4.077  -1.047  -0.311
H  -1.640  -3.391  -0.657
S  -1.527  -0.038  -2.252
C  3.329  -2.236  -0.151
N  3.290  -0.063  -0.894
C  5.234  -3.295  0.791
N  0.932  -2.656  -0.811
O  -5.231  0.053  -1.668
H  -0.475  3.580  -1.686
H  -3.493  -1.110  -2.966
N  1.006  0.025  -1.615
C  1.022  4.134  -0.215
C  -0.713  1.748  0.906
H  -3.987  -0.179  2.122
C  5.966  -2.122  0.630
H  1.550  3.670  0.615
C  -4.364  0.728  1.647
H  2.923  1.741  -1.790
H  -1.994  2.143  2.559
C  2.020  -1.941  -0.655
H  3.793  2.478  2.068
H  0.586  2.235  -1.170
O  0.339  1.164  0.975
C  0.059  3.137  -0.843
C  2.059  -0.567  -1.085
H  -4.745  1.378  2.438
C  -5.009  -0.351  -0.545
C  -4.173  -1.519  -0.298
H  2.931  0.992  1.442
O  -0.966  2.755  0.077
H  0.479  5.003  0.150
C  3.909  -3.367  0.405

---

(3)
# C24H26OPRu

A structure of composition C24H26OPRu (ωB97M-V/def2-TZVPD, the OMol25 dataset).

Results
energy relative to the best compared isomer or geometry (same formula, charge and spin)	13.67	kJ/mol
multiplicity	5
total charge	+1
Kohn-Sham gap (spin up / spin down)	0.3015 / 0.2588	Eh

Positions of all 53 atoms, in Å:
H  6.696  1.533  1.244
C  -1.127  1.950  0.591
C  0.918  0.236  -1.445
H  1.909  -2.300  -3.471
H  2.517  -1.216  -1.359
H  -0.806  -2.225  1.698
H  -5.013  -0.095  1.446
C  -3.967  0.131  1.647
C  5.072  1.870  -0.113
H  2.923  -0.079  2.451
H  -2.519  -2.870  -0.759
C  1.663  -0.857  -1.922
H  -3.856  -4.201  0.861
H  -1.397  0.382  -3.934
H  5.678  2.411  -0.828
H  -2.302  5.100  1.026
C  -0.230  4.597  0.859
H  -3.850  1.176  1.936
H  0.100  5.620  0.979
H  -3.102  2.800  0.783
H  -0.073  -1.537  -4.751
C  0.249  2.279  0.522
C  -3.148  -3.445  1.204
H  -0.711  1.579  -1.897
H  -2.716  -3.797  2.145
H  -0.593  -4.386  -0.943
H  3.276  2.049  -1.270
Ru  -1.143  -0.112  0.146
C  1.315  -1.472  -3.104
H  -3.579  -0.474  2.463
P  1.198  0.778  0.280
H  5.329  0.286  2.877
C  -0.543  0.026  -3.373
O  -3.506  -0.231  -0.711
C  -1.040  -2.181  0.632
H  -0.798  -4.903  0.733
C  0.199  -1.041  -3.829
H  -0.111  -2.227  0.036
H  -3.722  -2.546  1.422
C  -1.586  4.298  0.894
C  3.524  0.468  1.736
C  -0.187  0.675  -2.183
C  -2.055  -3.218  0.170
H  1.761  3.806  0.634
C  4.876  0.674  1.975
C  2.949  0.973  0.572
C  -2.035  2.986  0.763
H  -2.032  -5.292  -0.467
C  0.701  3.583  0.664
C  -3.145  -0.083  0.421
C  5.642  1.373  1.055
C  3.724  1.671  -0.358
C  -1.326  -4.525  -0.147

---

(4)
# C24H27AsN5O4Ti

A structure of composition C24H27AsN5O4Ti at a distorted geometry (ωB97M-V/def2-TZVPD, the OMol25 dataset).

Results
energy relative to the best compared isomer or geometry (same formula, charge and spin)	289.81	kJ/mol
multiplicity	2
Kohn-Sham gap (spin up / spin down)	0.2191 / 0.2408	Eh

Positions of all 62 atoms, in Å:
C  0.224  4.184  0.519
C  3.375  4.061  -0.531
C  -0.742  2.961  -2.772
H  3.168  4.304  -1.572
C  -0.575  -2.668  4.572
H  4.723  -1.586  -1.363
C  -0.209  -1.209  2.710
C  -4.631  0.750  -1.030
H  -0.754  3.199  -3.836
C  -2.128  -1.901  -0.098
H  -4.491  -1.388  -1.309
C  4.122  -1.106  -0.608
H  1.325  3.902  2.368
H  1.116  3.989  -2.386
Ti  -0.063  -0.062  0.136
H  -0.102  4.935  2.531
N  0.272  -0.819  -2.752
O  1.898  0.799  3.443
H  3.022  2.513  0.912
H  0.428  -0.767  4.703
H  -1.371  3.683  -2.247
C  -0.072  -1.479  4.063
O  0.499  -0.097  -3.716
H  -1.798  -4.063  1.736
C  2.775  2.714  -0.136
C  4.703  -0.589  0.553
H  -0.472  -2.870  5.628
H  -0.800  4.422  0.209
C  -0.833  -2.158  1.864
C  2.502  0.038  1.265
C  3.875  -0.028  1.503
O  -2.758  -2.940  -0.216
C  -2.712  -0.572  -0.475
C  -1.328  -3.343  2.388
N  -2.037  0.513  -0.011
H  5.767  -0.650  0.722
H  2.276  -1.448  -1.653
C  0.685  2.991  -2.240
H  -1.562  -4.524  4.146
C  0.293  4.045  2.040
As  0.800  2.461  -0.330
H  2.998  4.863  0.102
H  0.863  5.005  0.179
C  1.543  0.339  2.368
N  1.945  -0.461  0.128
C  -2.672  1.690  -0.020
H  3.238  1.925  -0.744
N  0.307  -0.120  2.007
C  -4.003  -0.480  -0.987
H  -1.167  1.962  -2.645
H  -2.123  2.528  0.410
H  -4.429  2.819  -0.448
H  4.253  0.333  2.447
O  -0.023  -0.196  -1.635
N  -0.950  -1.704  0.554
C  -1.193  -3.591  3.746
H  -5.628  0.841  -1.437
H  -0.284  3.175  2.372
C  -3.954  1.852  -0.502
H  4.456  4.023  -0.406
H  1.289  2.267  -2.799
C  2.755  -1.032  -0.770